This record from the Open Molecules 2025 dataset describes a gas-phase ion, C3H8N3S (charge +1) in a non-equilibrium geometry. The level of theory is ωB97M-V/def2-TZVPD.

Values from the calculation:
* Kohn-Sham gap: 0.2813 Eh
* SMILES: [H]/N=[N+]1/CCS[C@H]1N
* energy relative to the best compared isomer or geometry (same formula, charge and spin): 75.4 kcal per mole
* charge: +1
* max |F|: 0.08445 hartree/bohr
* HOMO level: -0.49178 hartree
* spin multiplicity: 1

Atoms and positions in Å:
S (-0.3731, 1.5097, -1.2179)
N (1.1919, -1.7729, 0.4977)
N (1.1238, 1.4018, 1.0284)
N (0.5564, -0.9260, -0.1648)
C (-0.7528, -1.0555, -0.7139)
C (0.9635, 0.8012, -0.1939)
C (-1.5744, 0.2206, -0.9002)
H (-1.9986, 0.6029, -0.0685)
H (2.1731, -1.6303, 0.6640)
H (-1.2598, -1.6422, 0.0303)
H (2.0275, 1.7929, 1.1626)
H (-2.3368, -0.0678, -1.6825)
H (1.8830, 0.6725, -0.6468)
H (0.3897, 1.4992, 1.7961)
H (-0.7216, -1.7697, -1.5042)